A molecular structure, C25H31F9MgNO3PS2 in a non-equilibrium geometry. Source: the Open Molecules 2025 dataset; level of theory: ωB97M-V/def2-TZVPD.

Calculated values
**Calculated total energy**: -94889.5702 eV
**Highest occupied orbital energy**: -12.2 eV
**Charge**: +2
**Kohn-Sham gap**: 2.3 eV

```
73
Properties=species:S:1:pos:R:3:forces:R:3
C -2.13181 3.09792 -6.09129 0.322 -0.637 0.051
C -1.77351 2.14197 -4.83292 -1.132 2.126 0.621
C -1.60219 3.15084 -3.56049 0.854 -1.419 -0.344
C -2.99880 1.16025 -4.46897 0.121 -0.565 -0.067
C -4.41324 1.58078 -5.13274 0.303 -0.885 1.159
C -2.65352 -0.41880 -4.68278 -0.255 1.384 -0.722
O -3.38801 -1.11932 -3.64030 2.332 -1.372 0.752
C -2.63041 -2.14947 -3.02449 0.561 -3.814 0.750
C -3.19041 -3.60892 -3.19878 2.963 1.133 1.558
C -2.43975 -4.81219 -2.56116 1.954 3.738 1.044
C -1.17383 -4.52273 -1.72480 -1.517 1.773 -1.454
C -0.55845 -3.08194 -1.50726 -3.027 -2.198 -2.214
C -1.30542 -1.91090 -2.19802 -0.580 -1.814 0.050
S -0.61321 -0.22158 -2.03389 0.169 -1.766 1.484
C 0.46628 -0.33211 -0.55295 0.737 -0.068 1.093
C 0.84961 1.00744 0.14032 2.022 -4.331 1.968
C 1.78542 0.91262 1.40440 -1.898 -0.430 -2.169
C 2.18424 2.35494 2.03695 1.173 -1.017 -1.363
C 2.54854 3.43335 0.86810 0.962 -0.093 0.946
O 3.41211 2.79547 -0.13278 -1.390 0.701 0.171
C 2.27844 -0.46201 1.98068 -2.053 -0.772 -2.865
C 3.19856 -0.47963 3.28104 0.199 0.700 -0.268
C 2.59610 0.28369 4.55753 0.070 0.230 1.045
C 1.11442 -0.19292 4.97054 0.906 -1.785 -2.350
F 1.14087 -1.63490 4.78468 -0.347 2.884 0.681
F 0.10418 0.24537 4.03370 2.117 -0.566 2.553
C 0.72396 0.02509 6.49879 -1.432 -4.078 0.949
F -0.60182 -0.48059 6.68453 3.405 1.242 -0.627
F 1.54760 -0.79768 7.34295 -1.673 2.259 -2.622
S 0.79969 1.75420 7.17676 -1.956 3.103 4.205
F 0.74627 2.49640 5.68773 0.530 -1.399 1.884
F -0.89682 1.79182 7.23284 2.947 0.348 -0.460
F 0.75189 1.10750 8.74196 0.192 1.076 -2.787
F 2.46256 1.78567 7.28002 -2.604 -0.221 -0.951
F 0.77548 3.26829 7.87439 0.267 -2.436 -1.389
C 1.84687 -1.77452 1.22112 -0.841 2.643 -1.260
P 2.52083 -3.43187 1.93548 0.106 0.236 0.978
C 3.22883 -4.45252 0.47974 -0.704 0.112 -1.426
O 1.11667 -4.25362 2.51523 1.148 -0.155 -2.537
C 0.93660 -1.73837 -0.07968 1.914 2.180 2.821
N 0.65796 -3.02755 -0.69881 -3.445 2.951 0.246
H -2.44123 2.39767 -6.95269 0.653 1.495 1.057
H -3.00088 3.82229 -5.86181 1.266 -1.310 -0.255
H -1.23480 3.76305 -6.35646 -1.280 -1.222 0.187
H -0.77136 1.60720 -4.94209 -1.417 0.592 -0.015
H -2.64740 3.56447 -3.25480 2.525 0.086 -1.414
H -1.22392 2.52148 -2.66457 -0.602 1.317 -1.223
H -0.92970 4.04133 -3.79484 -1.018 -1.140 0.495
H -3.15930 1.25947 -3.31821 0.280 -0.453 -1.483
H -5.21591 0.83953 -4.76019 1.256 1.143 -0.616
H -4.40968 1.57874 -6.27179 -0.015 0.333 1.678
H -4.69376 2.60629 -4.67112 0.124 -1.136 -1.152
H -1.52916 -0.61896 -4.63474 -1.547 0.304 0.072
H -3.03074 -0.76834 -5.71144 0.515 0.453 1.509
H -4.13987 -3.76125 -3.82715 1.691 0.364 1.157
H -2.77421 -5.90594 -2.67531 0.455 2.075 0.144
H -0.64460 -5.42201 -1.25046 -0.780 1.579 -0.755
H 0.48777 1.99954 -0.28558 0.612 -1.645 0.746
H 1.37440 2.78197 2.71713 1.156 -0.743 -0.793
H 3.18854 2.17525 2.58232 -1.839 0.450 -0.622
H 1.62056 3.91849 0.41264 1.245 -0.638 0.602
H 3.22776 4.21013 1.39363 -1.564 -0.880 -0.798
H 3.33955 3.29126 -0.97691 0.143 -0.363 0.914
H 3.53273 -1.51270 3.62588 -0.812 1.306 -0.908
H 4.17046 0.08767 2.99781 -1.552 -0.859 0.433
H 2.69254 1.43497 4.50828 -0.518 -2.015 -0.060
H 3.26637 -0.01768 5.45513 -1.135 0.404 -1.448
H 3.25780 -3.79302 -0.47370 0.098 -1.077 1.560
H 4.28869 -4.81028 0.71212 -1.633 0.558 -0.091
H 2.57069 -5.36094 0.20498 1.024 1.256 0.514
H 0.94078 -4.97916 1.86195 -0.107 0.574 1.109
H 0.53673 -3.78089 0.01277 0.762 0.780 -0.592
Mg -4.07164 3.34089 -2.40818 -1.411 -0.588 0.919
```
Positions in Å, forces in eV/Å.

Mulliken population analysis, charges in e, atoms 1 to 4:
1 C -1.28
2 C 0.55
3 C -0.45
4 C 0.75

A single C25H31FN4O5 molecule. Source: the Open Molecules 2025 dataset; level of theory: ωB97M-V/def2-TZVPD.

Calculated values
**Calculated total energy**: -45345.0352 eV
**Highest occupied orbital energy**: -8.8 eV
**ΔE to the lowest compared entry with this formula, charge and spin**: 2.03 kcal per mole
**Charge**: 0
**Kohn-Sham gap**: 9.5 eV

```
66
Properties=species:S:1:pos:R:3:forces:R:3
C 1.59520 3.93320 -2.68718 0.075 -0.020 0.011
O 0.87776 2.71968 -2.66083 0.081 -0.112 0.021
C -0.52425 2.85084 -2.79498 -0.530 0.010 0.206
C -1.20522 3.53064 -1.59479 0.190 -0.184 -0.288
N -0.76111 2.99019 -0.33200 0.196 0.442 -0.207
C -1.31354 1.89474 0.22268 0.345 0.262 0.506
O -2.27347 1.31306 -0.23952 -0.338 -0.272 -0.242
C -0.54796 1.48368 1.49868 -0.036 0.201 0.006
C -1.32538 0.79681 2.59340 -0.088 0.160 -0.067
C -2.50321 0.09518 2.37409 -0.051 0.041 0.014
C -3.14822 -0.53938 3.42099 0.020 -0.100 0.275
C -2.59562 -0.47575 4.68431 0.033 0.075 -0.121
F -3.21694 -1.10376 5.70621 0.055 0.039 -0.060
C -1.42847 0.22107 4.93458 -0.125 -0.103 0.112
C -0.80270 0.85773 3.88204 -0.141 -0.016 -0.137
N 0.59537 0.66352 1.06518 -0.207 0.249 0.129
C 0.37232 -0.75501 0.89383 0.256 -0.504 0.198
C 0.86942 -1.62827 2.07653 0.233 -0.002 -0.314
C 1.43220 -2.96487 1.57904 -0.060 0.107 0.154
C 0.14994 -3.77766 1.40293 -0.046 0.100 0.111
C -0.76560 -3.20471 2.49621 -0.193 -0.288 0.029
O -0.17941 -1.99120 2.94854 0.021 0.000 0.150
C 1.73456 1.31522 0.75464 0.168 -0.173 0.072
O 1.78790 2.54175 0.76651 0.321 0.355 -0.041
C 2.97777 0.52027 0.40121 0.009 0.151 -0.102
C 3.19907 0.47591 -1.12313 0.031 -0.191 0.134
C 2.36743 -0.64380 -1.72026 0.190 0.353 -0.158
O 2.64169 -1.81169 -1.51958 0.069 -0.208 0.091
N 1.28579 -0.21748 -2.42480 -0.009 0.260 -0.031
C 0.24451 -0.98313 -2.94086 -0.299 -0.447 -0.112
C 0.19330 -2.37621 -2.87687 0.112 -0.098 0.069
C -0.91808 -3.00718 -3.40424 -0.110 0.252 -0.062
C -1.93082 -2.24855 -3.97391 0.008 -0.080 0.013
C -1.77765 -0.87270 -3.99036 -0.135 -0.214 -0.063
N -0.72281 -0.25558 -3.49037 0.334 0.098 0.072
H 1.48460 4.49231 -1.75312 0.006 0.014 -0.008
H 2.64460 3.67288 -2.81868 0.005 0.101 0.025
H 1.27271 4.55984 -3.52566 0.004 -0.006 0.006
H -0.76446 3.41510 -3.70724 0.029 -0.053 0.007
H -0.89007 1.82478 -2.90067 -0.006 0.337 -0.006
H -1.00684 4.60544 -1.59095 -0.091 -0.047 0.016
H -2.28129 3.36265 -1.67541 0.066 0.119 -0.062
H 0.16167 3.26177 -0.00351 -0.153 -0.134 0.120
H -0.11058 2.39672 1.92246 -0.129 -0.246 -0.143
H -2.92889 0.05684 1.38396 0.015 0.004 -0.041
H -4.06454 -1.08631 3.26244 -0.101 -0.051 0.014
H -1.02456 0.25390 5.93384 0.019 -0.006 0.114
H 0.11263 1.40350 4.06047 0.116 0.080 0.024
H -0.70261 -0.90250 0.78067 0.074 -0.044 -0.115
H 0.85015 -1.09038 -0.02317 -0.108 -0.027 0.026
H 1.58461 -1.05511 2.67505 -0.010 -0.017 -0.105
H 2.05683 -3.40740 2.35575 0.029 0.021 0.017
H 2.01079 -2.87671 0.66238 0.069 0.019 -0.027
H -0.27563 -3.60032 0.41507 -0.020 -0.041 -0.063
H 0.31138 -4.84582 1.52571 -0.024 -0.047 -0.067
H -0.84090 -3.86867 3.36266 -0.049 0.021 -0.087
H -1.77704 -3.00828 2.12250 0.048 -0.023 0.038
H 2.96027 -0.49108 0.80135 0.057 -0.055 0.002
H 3.81095 1.06368 0.85195 -0.134 -0.058 0.034
H 4.24858 0.24608 -1.31425 -0.088 -0.007 -0.061
H 2.95213 1.44103 -1.56239 0.041 0.049 0.000
H 1.15328 0.78363 -2.55328 0.137 0.039 0.062
H 1.00046 -2.93313 -2.43290 0.031 0.018 0.004
H -0.99159 -4.08448 -3.37068 0.008 -0.070 0.005
H -2.81014 -2.71141 -4.39214 -0.091 -0.012 -0.044
H -2.53028 -0.22511 -4.42013 -0.126 -0.022 -0.055
```
Positions in Å, forces in eV/Å.

Mulliken population analysis, charges in e, atoms 1 to 4:
1 C -0.92
2 O -0.43
3 C 0.25
4 C -1.14

A molecular structure, C25H31IrN2OS. Source: the Open Molecules 2025 dataset; level of theory: ωB97M-V/def2-TZVPD.

Calculated values
**Calculated total energy**: -45113.8965 eV
**Highest occupied orbital energy**: -14.0 eV
**ΔE to the lowest compared entry with this formula, charge and spin**: 8.49 kcal per mole
**Charge**: +2
**Kohn-Sham gap**: 7.2 eV

```
61
Properties=species:S:1:pos:R:3:forces:R:3
Ir 1.19334 0.00281 -0.91194 0.769 -0.330 0.336
C -1.00752 1.22120 -3.36211 -0.080 -0.052 0.035
C 0.33155 0.78434 -2.87919 -0.103 0.427 -0.144
C 1.20130 1.70039 -2.21240 0.578 0.176 -0.327
C 2.56206 1.34606 -1.94637 -0.735 0.192 -0.315
C 3.09226 0.10003 -2.40448 -0.144 0.188 0.594
C 2.18768 -0.83963 -2.85283 0.443 -0.341 -0.287
C 0.80633 -0.51815 -3.02121 -0.245 -0.403 -0.555
H -1.42620 2.00593 -2.73779 -0.022 0.028 0.033
H -1.71310 0.39646 -3.42628 0.006 0.005 -0.008
H -0.86422 1.62865 -4.36753 0.016 0.001 0.016
H 0.84485 2.69626 -1.99903 0.011 0.006 0.183
H 3.18743 2.04739 -1.41397 0.041 -0.053 0.033
H 4.13323 -0.13266 -2.22685 -0.029 -0.074 -0.062
H 2.51553 -1.84895 -3.06700 0.000 0.000 0.056
H 0.14028 -1.28810 -3.38967 -0.022 0.058 0.025
N 3.51143 0.89825 0.86424 0.067 -0.106 -0.113
N 2.27513 0.16326 0.88668 -0.281 -0.130 -0.184
H 4.18478 0.40345 1.44033 0.002 0.101 0.098
H 3.32912 1.80448 1.28897 0.009 -0.007 0.006
H 1.67449 0.50891 1.63576 0.089 -0.091 0.085
H 2.46075 -0.82153 1.06190 0.208 0.009 0.027
O 1.15050 -1.97933 -0.05425 -0.278 -0.110 -0.200
S 0.65348 -3.08906 0.90709 0.195 0.008 0.117
C -0.41813 -2.38887 2.19432 -0.039 -0.097 0.071
C -1.86390 -2.72929 1.85012 0.003 0.044 -0.066
C -1.81796 -4.09687 1.16972 -0.014 0.046 -0.016
C -0.68732 -4.04033 0.14146 -0.020 0.086 -0.099
H -0.18484 -1.32947 2.28278 -0.027 0.050 -0.019
H -0.10163 -2.90265 3.10513 0.034 0.053 0.000
H -2.27915 -1.98522 1.17220 0.004 0.026 -0.009
H -2.47399 -2.73621 2.75188 -0.006 -0.044 0.001
H -2.75767 -4.33687 0.67391 0.004 -0.017 -0.004
H -1.62245 -4.88692 1.89634 0.002 0.006 0.015
H -0.95848 -3.48716 -0.75631 -0.059 -0.122 0.057
H -0.28911 -5.01134 -0.14361 0.041 -0.005 0.017
C 2.41951 3.67363 3.09441 0.064 0.103 -0.040
C 2.05856 3.95106 1.78004 0.028 0.013 0.060
C 1.10277 3.17185 1.14427 -0.009 -0.162 0.049
C 0.48105 2.11593 1.81671 -0.195 0.156 -0.061
C 0.82817 1.86798 3.14687 0.049 0.148 0.108
C 1.80641 2.63290 3.77694 -0.117 -0.096 -0.060
C -0.57865 1.31492 1.15047 -0.059 -0.001 -0.099
C -0.52664 0.56435 0.03780 -0.294 0.060 0.590
C -1.82124 0.08771 -0.54904 0.118 0.342 0.124
C -2.95478 0.89940 -0.42719 -0.114 -0.071 -0.112
C -4.17778 0.51000 -0.95940 0.096 0.103 0.083
C -4.29402 -0.69008 -1.64042 0.126 -0.151 -0.042
C -3.16935 -1.49649 -1.78994 -0.223 0.015 -0.049
C -1.95439 -1.10236 -1.25675 0.149 -0.210 -0.004
H 3.15965 4.28494 3.59343 -0.003 -0.003 -0.010
H 2.50867 4.78429 1.25600 0.013 0.007 0.023
H 0.80414 3.39816 0.13005 -0.043 0.051 -0.011
H 0.32368 1.08088 3.69723 -0.012 0.009 0.003
H 2.06973 2.43237 4.80689 -0.012 -0.010 -0.001
H -1.55691 1.40028 1.61900 0.034 0.025 0.070
H -2.88061 1.86210 0.05974 0.005 0.013 0.001
H -5.03748 1.15850 -0.85310 0.012 0.000 0.006
H -5.24485 -0.98754 -2.06107 0.015 -0.025 -0.011
H -3.24425 -2.43103 -2.33191 -0.006 -0.012 -0.002
H -1.09127 -1.74301 -1.39107 -0.044 0.168 -0.011
```
Positions in Å, forces in eV/Å.

Mulliken population analysis, charges in e, atoms 1 to 4:
1 Ir 1.71
2 C -1.47
3 C 0.79
4 C -0.56